# 1
Below is C17H43Cl3CuN4SSi2 as an isolated structure, with properties calculated with ωB97M-V with the def2-TZVPD basis set.

As for the highest occupied orbital energy (alpha / beta): -0.275 / -0.289 Ha. For the largest force on an atom, the calculation gives 0.008 Eh/bohr.

ORCA input file:
```
! wB97M-V def2-TZVPD RIJCOSX def2/J DEFGRID3
* xyz 0 2
Cu -0.66 0.10 1.01
N -1.34 -0.37 3.12
C -1.39 -1.79 3.49
C -2.39 -2.56 2.62
C -1.97 -2.79 1.18
N -1.86 -1.54 0.42
H -0.75 0.16 3.76
H -2.26 0.05 3.19
H -1.66 -1.92 4.54
H -0.39 -2.21 3.35
H -3.36 -2.04 2.65
H -2.55 -3.53 3.08
H -2.69 -3.47 0.71
H -1.00 -3.30 1.16
H -2.76 -1.06 0.41
H -1.64 -1.69 -0.56
C -4.54 0.96 -4.25
C -3.80 1.08 -2.93
N -2.52 1.77 -3.08
C -1.31 1.21 -2.96
S -1.06 -0.46 -2.75
N -0.25 2.03 -3.05
C -0.23 3.48 -3.11
C 0.02 4.01 -4.52
H -5.49 0.46 -4.11
H -3.94 0.38 -4.96
H -4.73 1.94 -4.69
H -3.60 0.10 -2.51
H -4.40 1.63 -2.20
H -2.57 2.77 -3.14
H 0.63 1.55 -2.97
H 0.56 3.83 -2.44
H -1.15 3.89 -2.70
H 0.96 3.62 -4.92
H 0.07 5.10 -4.52
H -0.78 3.70 -5.20
C 2.12 0.65 -0.77
Si 1.67 -0.44 0.70
C 2.20 -2.21 0.22
C 1.27 -2.69 -0.91
C 2.14 -3.21 1.38
C 3.63 -2.20 -0.34
C 2.51 0.33 2.25
C 4.03 0.44 2.07
C 1.93 1.75 2.42
C 2.23 -0.45 3.54
H 3.20 0.73 -0.87
H 1.70 1.66 -0.65
H 1.71 0.21 -1.68
H 0.24 -2.79 -0.57
H 1.60 -3.68 -1.25
H 1.27 -2.02 -1.77
H 1.16 -3.21 1.87
H 2.89 -3.00 2.14
H 2.32 -4.22 1.01
H 3.72 -1.56 -1.22
H 3.90 -3.22 -0.64
H 4.37 -1.87 0.40
H 4.30 0.97 1.16
H 4.51 -0.54 2.06
H 4.45 1.00 2.92
H 2.17 2.39 1.56
H 2.37 2.22 3.31
H 0.85 1.75 2.54
H 2.64 -1.46 3.52
H 1.16 -0.54 3.75
H 2.69 0.07 4.40
Cl -2.02 2.95 2.86
Si -1.95 2.07 0.92
Cl -2.21 3.80 -0.28
Cl -3.95 1.23 0.83
*
```

Atomic partial charges in e from the Löwdin method, atoms 1 to 2: atom 1 (Cu): 0.004, atom 2 (N): -0.025

# 2
Below is C3H9N as an isolated structure, with properties calculated with ωB97M-V with the def2-TZVPD basis set.

The value obtained for the energy above the lowest of the compared OMol25 structures with the same formula, charge and spin is 463.2 kJ/mol. As for the highest occupied orbital energy: -0.290 Ha. For the largest force on an atom, the calculation gives 0.104 Eh/bohr.

ORCA input file:
```
! wB97M-V def2-TZVPD RIJCOSX def2/J DEFGRID3
* xyz 0 1
C 0.56 0.98 0.86
C 0.41 -0.23 -0.04
C 0.59 -0.11 -1.46
N -1.35 -0.84 0.53
H 1.60 1.28 0.83
H 0.26 0.73 1.87
H -0.10 1.77 0.47
H 0.72 -1.19 0.41
H -0.44 0.12 -0.95
H 0.50 -1.04 -2.00
H 1.05 0.68 -2.04
H -2.29 -0.47 0.44
H -1.51 -1.67 1.08
*
```

Atomic partial charges in e from the natural (NBO) method, atoms 1 to 2: atom 1 (C): -0.630, atom 2 (C): 0.005

# 3
Below is a 11-piece molecular cluster, C60H153N11O19 overall, with properties calculated with ωB97M-V with the def2-TZVPD basis set.

The value obtained for the energy above the lowest of the compared OMol25 structures with the same formula, charge and spin is 0.0 kJ/mol. As for the highest occupied orbital energy: -0.298 Ha. For the largest force on an atom, the calculation gives 0.048 Eh/bohr. The structure (SMILES) is COC[C@H](C)N.COC[C@H](C)N.COC[C@H](C)N.COCCNCCOC.COCCNCCOC.COCCNCCOC.COCCNCCOC.COCCNCCOC.COCCNCCOC.COCCNCCOC.COCCNCCOC.

ORCA input file:
```
! wB97M-V def2-TZVPD RIJCOSX def2/J DEFGRID3
* xyz 0 1
C 5.37 -1.23 -6.12
O 5.63 -1.27 -4.73
C 5.72 0.06 -4.24
C 5.80 0.08 -2.72
C 4.46 -0.04 -2.03
N 6.46 1.32 -2.34
H 5.36 -2.24 -6.51
H 6.19 -0.68 -6.62
H 4.43 -0.73 -6.35
H 6.61 0.51 -4.71
H 4.93 0.72 -4.63
H 6.37 -0.83 -2.46
H 4.67 0.06 -0.96
H 3.96 -1.00 -2.17
H 3.75 0.78 -2.19
H 6.51 1.42 -1.33
H 7.41 1.29 -2.68
C 3.42 0.99 3.77
O 4.24 2.03 4.28
C 4.54 1.85 5.65
C 5.27 3.07 6.18
C 6.74 3.15 5.76
N 5.13 3.21 7.63
H 2.97 1.38 2.85
H 2.63 0.81 4.50
H 4.05 0.13 3.50
H 3.63 1.69 6.24
H 5.19 0.97 5.73
H 4.84 3.93 5.64
H 6.77 2.91 4.70
H 7.32 2.38 6.28
H 7.19 4.11 6.00
H 4.21 2.89 7.90
H 5.22 4.18 7.90
C -6.87 -3.74 -0.17
O -5.84 -2.82 -0.43
C -4.59 -3.21 0.07
C -3.68 -1.99 0.06
C -3.51 -1.34 -1.32
N -2.36 -2.36 0.59
H -6.57 -4.77 -0.40
H -7.75 -3.46 -0.74
H -7.18 -3.76 0.88
H -4.70 -3.52 1.12
H -4.13 -4.03 -0.50
H -4.29 -1.31 0.69
H -2.69 -0.62 -1.25
H -4.40 -0.76 -1.59
H -3.39 -2.10 -2.09
H -1.79 -2.67 -0.19
H -1.91 -1.47 0.85
C -2.02 3.24 3.25
O -1.17 2.36 2.52
C -1.26 1.02 2.98
C -0.17 0.20 2.34
N -0.31 0.12 0.90
C 0.83 -0.47 0.27
C 0.78 -0.54 -1.24
O -0.13 -1.57 -1.62
C -0.25 -1.57 -3.03
H -1.76 3.22 4.31
H -3.06 2.89 3.18
H -1.85 4.21 2.81
H -2.24 0.61 2.72
H -1.13 0.97 4.07
H -0.24 -0.80 2.75
H 0.78 0.71 2.57
H -0.48 1.06 0.53
H 1.06 -1.46 0.69
H 1.74 0.12 0.51
H 1.78 -0.84 -1.58
H 0.52 0.41 -1.70
H -0.84 -0.74 -3.45
H -0.67 -2.50 -3.40
H 0.76 -1.56 -3.44
C 1.81 0.89 -4.58
O 0.47 1.31 -4.68
C -0.01 1.61 -5.97
C -1.38 2.25 -5.74
N -2.04 2.62 -6.99
C -1.89 4.04 -7.29
C -2.51 4.40 -8.62
O -1.86 3.74 -9.68
C -2.67 3.76 -10.85
H 1.99 -0.06 -5.11
H 2.15 0.81 -3.55
H 2.47 1.65 -5.02
H -0.23 0.66 -6.47
H 0.60 2.29 -6.56
H -1.16 3.12 -5.12
H -2.00 1.58 -5.14
H -1.53 2.17 -7.76
H -0.84 4.37 -7.31
H -2.46 4.61 -6.56
H -2.62 5.49 -8.71
H -3.54 4.01 -8.58
H -3.41 2.98 -10.69
H -2.11 3.59 -11.77
H -3.10 4.76 -10.99
C 1.18 4.57 1.42
O 2.12 4.57 0.35
C 2.06 3.38 -0.41
C 0.86 3.26 -1.37
N -0.33 2.67 -0.70
C -1.42 2.61 -1.70
C -1.96 3.93 -2.22
O -1.98 4.96 -1.23
C -2.91 4.75 -0.23
H 0.15 4.73 1.11
H 1.42 5.41 2.07
H 1.22 3.63 1.98
H 2.20 2.45 0.14
H 2.95 3.46 -1.05
H 1.11 2.65 -2.24
H 0.63 4.26 -1.75
H -0.60 3.20 0.11
H -2.22 2.15 -1.09
H -1.13 1.87 -2.45
H -3.00 3.82 -2.54
H -1.39 4.29 -3.08
H -2.77 3.89 0.43
H -3.96 4.68 -0.55
H -2.91 5.61 0.45
C -3.07 4.84 6.86
O -3.47 4.23 5.66
C -4.86 4.09 5.49
C -5.53 3.10 6.48
N -5.32 1.69 6.14
C -3.89 1.32 5.95
C -3.73 -0.16 5.61
O -4.06 -0.41 4.26
C -3.47 -1.62 3.84
H -3.24 4.23 7.75
H -3.41 5.87 6.98
H -1.99 4.96 6.76
H -5.10 3.70 4.50
H -5.35 5.07 5.56
H -6.60 3.27 6.47
H -5.13 3.26 7.48
H -5.73 1.54 5.22
H -3.41 1.59 6.89
H -3.52 1.88 5.09
H -4.24 -0.86 6.27
H -2.64 -0.27 5.72
H -3.52 -2.40 4.62
H -2.40 -1.53 3.62
H -3.96 -2.03 2.96
C -3.46 7.54 4.05
O -2.42 7.59 5.00
C -1.32 8.46 4.75
C -0.60 8.51 6.11
N -0.14 7.21 6.59
C 1.16 6.84 5.99
C 1.59 5.43 6.31
O 0.47 4.56 6.18
C 0.83 3.19 6.21
H -4.34 7.20 4.59
H -3.30 6.85 3.22
H -3.71 8.56 3.72
H -1.69 9.47 4.56
H -0.68 8.01 4.00
H -1.30 8.94 6.82
H 0.22 9.23 5.99
H -0.80 6.54 6.21
H 1.92 7.55 6.30
H 1.09 6.94 4.90
H 1.98 5.38 7.34
H 2.35 5.14 5.58
H -0.09 2.61 6.33
H 1.49 3.04 7.07
H 1.39 2.90 5.31
C -1.15 -5.68 -3.39
O -0.92 -7.04 -3.72
C 0.27 -7.19 -4.47
C 0.35 -8.65 -4.87
N 0.70 -9.45 -3.69
C 0.53 -10.90 -3.96
C -0.90 -11.34 -3.73
O -1.38 -10.96 -2.47
C -2.66 -11.49 -2.20
H -1.47 -5.06 -4.24
H -0.27 -5.24 -2.92
H -1.98 -5.73 -2.68
H 1.18 -6.85 -3.97
H 0.25 -6.55 -5.36
H 1.12 -8.82 -5.62
H -0.63 -8.91 -5.28
H -0.02 -9.29 -2.99
H 1.25 -11.45 -3.34
H 0.83 -11.18 -4.97
H -1.00 -12.42 -3.91
H -1.56 -10.94 -4.51
H -3.44 -11.21 -2.90
H -2.93 -11.09 -1.22
H -2.63 -12.58 -2.10
C -2.83 -2.03 -5.80
O -1.65 -2.78 -5.69
C -0.77 -2.48 -6.77
C 0.58 -3.20 -6.67
N 1.46 -2.84 -5.56
C 2.57 -3.77 -5.49
C 3.22 -3.60 -4.11
O 2.32 -3.99 -3.11
C 2.87 -4.04 -1.81
H -2.79 -1.06 -5.30
H -3.65 -2.55 -5.30
H -3.17 -1.88 -6.83
H -0.57 -1.40 -6.76
H -1.21 -2.68 -7.75
H 1.09 -2.94 -7.60
H 0.34 -4.27 -6.62
H 0.94 -2.96 -4.70
H 3.35 -3.53 -6.21
H 2.29 -4.83 -5.50
H 3.67 -2.62 -3.94
H 4.08 -4.30 -4.09
H 3.19 -3.02 -1.54
H 3.72 -4.72 -1.73
H 2.09 -4.32 -1.11
C 5.05 -1.96 1.43
O 3.75 -2.45 1.57
C 3.65 -3.83 1.92
C 2.17 -4.10 2.15
N 1.80 -3.72 3.52
C 0.35 -3.62 3.68
C 0.03 -2.99 5.02
O 0.34 -1.60 5.00
C 0.17 -1.10 6.31
H 5.63 -2.13 2.34
H 5.04 -0.90 1.17
H 5.52 -2.43 0.56
H 4.18 -3.93 2.87
H 4.08 -4.41 1.11
H 1.89 -5.14 1.97
H 1.57 -3.48 1.47
H 2.22 -2.80 3.67
H 0.01 -4.65 3.65
H -0.09 -3.01 2.87
H 0.48 -3.54 5.85
H -1.05 -3.11 5.17
H 0.28 -0.01 6.32
H 0.73 -1.60 7.10
H -0.91 -1.16 6.54
*
```

Atomic partial charges in e from the Löwdin method, atoms 1 to 2: atom 1 (C): -0.114, atom 2 (O): -0.191

# 4
Below is an isolated ion of composition C4H10N2O and charge -1, with properties calculated with ωB97M-V with the def2-TZVPD basis set.

The value obtained for the energy above the lowest of the compared OMol25 structures with the same formula, charge and spin is 137.6 kJ/mol. As for the highest occupied orbital energy (alpha / beta): 0.051 / -0.160 Ha. For the largest force on an atom, the calculation gives 0.089 Eh/bohr.

ORCA input file:
```
! wB97M-V def2-TZVPD RIJCOSX def2/J DEFGRID3
* xyz -1 2
O -0.46 2.18 1.45
C -0.34 1.21 0.67
N 0.91 0.74 0.08
C 1.18 -0.25 -0.87
N 1.72 0.29 -2.10
C -1.40 0.07 0.44
C -1.43 -1.19 1.35
H 1.80 1.26 0.43
H 1.87 -1.01 -0.48
H 0.33 -0.76 -1.27
H 2.62 0.67 -2.06
H 1.06 1.02 -2.43
H -1.38 -0.23 -0.67
H -2.43 0.52 0.41
H -1.27 -0.90 2.44
H -2.32 -1.74 1.31
H -0.47 -1.89 1.29
*
```

Atomic partial charges in e from the natural (NBO) method, atoms 1 to 2: atom 1 (O): -0.774, atom 2 (C): 0.449

# 5
Below is a 2-piece molecular cluster, C4H9Cl2N overall, with properties calculated with ωB97M-V with the def2-TZVPD basis set.

The value obtained for the energy above the lowest of the compared OMol25 structures with the same formula, charge and spin is 341.1 kJ/mol. As for the highest occupied orbital energy (alpha / beta): -0.293 / -0.295 Ha. For the largest force on an atom, the calculation gives 0.052 Eh/bohr.

ORCA input file:
```
! wB97M-V def2-TZVPD RIJCOSX def2/J DEFGRID3
* xyz 0 1
C 1.59 1.60 -0.66
C 1.64 0.17 -0.13
C 0.82 -0.02 1.17
C -1.68 -1.07 -0.17
N -2.95 -0.83 0.35
Cl -1.00 -2.72 0.17
Cl -1.61 -0.76 -1.81
H 2.48 1.77 -1.23
H 0.62 1.88 -1.18
H 1.69 2.32 0.22
H 2.66 0.05 0.25
H 1.19 -0.53 -0.90
H 0.64 -0.90 1.69
H 0.92 0.86 1.77
H -3.54 -1.54 0.76
H -3.47 -0.29 -0.30
*
```

Atomic partial charges in e from the natural (NBO) method, atoms 1 to 2: atom 1 (C): -0.604, atom 2 (C): -0.484

# 6
Below is C7H12N3 as an isolated structure, with properties calculated with ωB97M-V with the def2-TZVPD basis set.

The value obtained for the energy above the lowest of the compared OMol25 structures with the same formula, charge and spin is 353.7 kJ/mol. As for the highest occupied orbital energy: -0.516 Ha. For the largest force on an atom, the calculation gives 0.099 Eh/bohr.

ORCA input file:
```
! wB97M-V def2-TZVPD RIJCOSX def2/J DEFGRID3
* xyz 1 1
C 0.72 -1.03 0.75
C -2.19 1.49 -0.95
C -0.64 -1.67 0.77
C -0.99 -0.33 0.28
C -1.39 1.81 -2.24
C 3.08 -0.30 0.66
C 2.05 -1.37 0.87
N 0.25 0.20 0.38
N -2.02 0.14 -0.33
N -3.13 2.08 -0.38
H -0.90 -2.51 0.20
H -1.01 -2.05 1.67
H -1.76 1.08 -3.02
H -0.36 1.62 -1.99
H -1.65 2.86 -2.58
H 2.98 0.34 1.60
H 2.93 0.26 -0.21
H 4.07 -0.68 0.66
H 2.08 -1.92 1.91
H 2.41 -2.22 0.18
H -2.99 -0.26 -0.10
H -3.45 3.01 -0.60
*
```

Atomic partial charges in e from the natural (NBO) method, atoms 1 to 2: atom 1 (C): 0.485, atom 2 (C): 0.452